{"formula": "C50H128Br2N7O7", "method": "the ωB97M-V functional and the def2-TZVPD basis", "spin_multiplicity": 1, "total_charge": 5, "mol_weight_g_mol": 1099.42, "gap_ev": 7.251, "fmax_ev_per_a": 2.64, "total_energy_ev": -218721.8625, "elements": ["C", "C", "N", "C", "C", "C", "C", "C", "O", "C", "H", "H", "H", "H", "H", "H", "H", "H", "H", "H", "H", "H", "H", "H", "H", "H", "H", "H", "H", "H", "C", "C", "N", "C", "C", "C", "C", "C", "O", "C", "H", "H", "H", "H", "H", "H", "H", "H", "H", "H", "H", "H", "H", "H", "H", "H", "H", "H", "H", "H", "C", "C", "N", "C", "C", "C", "C", "C", "O", "C", "H", "H", "H", "H", "H", "H", "H", "H", "H", "H", "H", "H", "H", "H", "H", "H", "H", "H", "H", "H", "C", "C", "N", "C", "C", "C", "C", "C", "O", "C", "H", "H", "H", "H", "H", "H", "H", "H", "H", "H", "H", "H", "H", "H", "H", "H", "H", "H", "H", "H", "C", "C", "N", "C", "C", "C", "C", "C", "O", "C", "H", "H", "H", "H", "H", "H", "H", "H", "H", "H", "H", "H", "H", "H", "H", "H", "H", "H", "H", "H", "C", "N", "C", "C", "C", "C", "O", "H", "H", "H", "H", "H", "H", "H", "H", "H", "H", "H", "H", "H", "H", "C", "N", "C", "C", "C", "C", "O", "H", "H", "H", "H", "H", "H", "H", "H", "H", "H", "H", "H", "H", "H", "Br", "Br"], "coordinates": [[4.2780, 3.9302, -8.7827], [3.4380, 2.7625, -8.2390], [2.5331, 3.0008, -6.9645], [1.5122, 4.0819, -7.3796], [1.7452, 1.6715, -6.6850], [2.6599, 0.4640, -6.3484], [3.4003, 3.5246, -5.7731], [2.6963, 3.5614, -4.3667], [1.8035, 4.6808, -4.4605], [1.3861, 5.1083, -3.1277], [3.7599, 4.8775, -8.9318], [4.9016, 3.6378, -9.6275], [4.9564, 4.2985, -8.0131], [4.1354, 1.9775, -7.9466], [2.7338, 2.3844, -8.9801], [2.0399, 5.0196, -7.5534], [0.8768, 4.1617, -6.4975], [0.9951, 3.7667, -8.2860], [1.1907, 1.4782, -7.6033], [1.0710, 1.8745, -5.8529], [3.1554, -0.0575, -7.1674], [1.9150, -0.2563, -6.0102], [3.2407, 0.6418, -5.4434], [3.6364, 4.5725, -5.9581], [4.3126, 2.9308, -5.8294], [3.5241, 3.6708, -3.6661], [2.2596, 2.5939, -4.1189], [0.7104, 5.9627, -3.0886], [2.3221, 5.2636, -2.5911], [0.8942, 4.3236, -2.5529], [2.8851, -4.8718, 5.3465], [3.1239, -4.3523, 6.7923], [3.2675, -2.8111, 6.9545], [3.2941, -2.6139, 8.5027], [4.6273, -2.3978, 6.3784], [4.9523, -0.9044, 6.5730], [2.0929, -2.0353, 6.2513], [0.6540, -2.6224, 6.5276], [0.2947, -2.6945, 7.9044], [-0.0834, -1.4257, 8.5263], [2.0153, -4.4832, 4.8169], [2.7589, -5.9544, 5.3576], [3.7386, -4.7365, 4.6821], [4.0065, -4.7755, 7.2719], [2.2201, -4.5675, 7.3624], [4.2932, -2.9009, 8.8305], [2.5527, -3.2563, 8.9778], [3.1001, -1.5570, 8.6858], [4.5130, -2.5682, 5.3078], [5.4372, -2.9552, 6.8490], [4.1793, -0.2506, 6.1690], [5.8982, -0.7054, 6.0693], [4.9929, -0.6694, 7.6365], [2.3132, -2.0893, 5.1852], [2.1261, -0.9697, 6.4783], [0.5143, -3.6432, 6.1719], [-0.0996, -2.0957, 5.9422], [-0.3932, -1.6539, 9.5461], [-0.9921, -1.0680, 8.0422], [0.7189, -0.6953, 8.6306], [-2.9915, 0.7028, 1.3674], [-1.6798, 1.0409, 2.2301], [-0.2996, 0.7001, 1.5971], [-0.2213, -0.8257, 1.2928], [-0.1097, 1.4399, 0.2871], [-0.2994, 2.9654, 0.2685], [0.8702, 1.0023, 2.5467], [0.7142, 0.5054, 4.0388], [0.0043, 1.5208, 4.6769], [-0.5433, 1.1186, 5.9900], [-3.2041, 1.3886, 0.5473], [-3.9330, 0.7913, 1.9095], [-3.0477, -0.3355, 1.0407], [-1.6239, 0.6056, 3.2278], [-1.6451, 2.1236, 2.3509], [-0.3975, -1.4371, 2.1778], [0.6570, -1.1262, 0.7214], [-0.9935, -1.1442, 0.5926], [-0.7076, 0.9257, -0.4654], [0.8622, 1.0698, -0.0393], [-0.0710, 3.1873, -0.7740], [0.4850, 3.4798, 0.8236], [-1.2890, 3.3123, 0.5658], [1.1498, 2.0554, 2.5144], [1.7839, 0.5246, 2.1930], [1.7016, 0.4448, 4.4965], [0.3377, -0.4910, 4.2704], [-1.1815, 0.2437, 5.8661], [-1.0408, 2.0180, 6.3528], [0.3005, 1.0131, 6.6719], [-1.1406, 10.5978, -4.5723], [-1.3274, 10.7217, -3.0560], [-2.1387, 9.5786, -2.4332], [-2.3043, 9.8699, -0.9395], [-3.6183, 9.4741, -2.9514], [-4.4671, 10.7460, -2.7039], [-1.2908, 8.2110, -2.6030], [-1.9860, 6.9030, -2.1749], [-2.3564, 6.7635, -0.8358], [-1.3264, 6.6987, 0.2086], [-0.3998, 9.8266, -4.7835], [-0.7075, 11.5051, -4.9935], [-2.1195, 10.4917, -5.0399], [-1.8423, 11.6755, -2.9410], [-0.3443, 10.7939, -2.5909], [-3.2302, 9.4758, -0.5206], [-2.2434, 10.9478, -0.7890], [-1.4820, 9.4488, -0.3612], [-4.0535, 8.5659, -2.5345], [-3.5913, 9.2204, -4.0112], [-5.5103, 10.4756, -2.8677], [-4.2837, 11.4439, -3.5209], [-4.2809, 11.2697, -1.7663], [-0.3246, 8.3206, -2.1106], [-1.1350, 8.1335, -3.6790], [-1.4785, 5.9541, -2.3485], [-2.7696, 6.6409, -2.8858], [-0.6141, 7.5163, 0.3191], [-0.7915, 5.7651, 0.0349], [-1.8058, 6.5327, 1.1734], [-4.0888, -7.5497, 1.1654], [-5.3001, -6.6209, 1.4256], [-5.6155, -5.3983, 0.4639], [-5.6022, -6.0045, -0.9544], [-7.0158, -4.7427, 0.9086], [-8.3488, -5.4521, 0.5600], [-4.4312, -4.3876, 0.5706], [-4.1574, -3.5133, -0.6845], [-5.2393, -2.7800, -1.1538], [-4.9108, -1.8534, -2.1947], [-4.2786, -8.3583, 0.4596], [-3.9341, -8.0745, 2.1081], [-3.2256, -6.9893, 0.8062], [-5.1057, -6.1654, 2.3966], [-6.2312, -7.1876, 1.4274], [-6.1772, -6.9290, -0.9018], [-4.6056, -6.3154, -1.2678], [-6.0645, -5.2784, -1.6230], [-7.1068, -3.7123, 0.5651], [-7.0934, -4.6901, 1.9946], [-8.3105, -5.5569, -0.5243], [-9.2183, -4.8105, 0.7029], [-8.5139, -6.3192, 1.1994], [-3.5680, -5.0295, 0.7462], [-4.6533, -3.8286, 1.4796], [-3.7165, -4.2214, -1.3861], [-3.3906, -2.8544, -0.2771], [-5.8372, -1.4166, -2.5677], [-4.3501, -2.3087, -3.0111], [-4.3238, -0.9933, -1.8726], [0.3013, -7.3856, 0.8662], [0.6412, -5.8850, 0.9973], [2.0818, -5.7412, 0.3495], [-0.2912, -4.9210, 0.2726], [0.7181, -5.4360, 2.4844], [-0.2436, -6.2292, 3.4522], [-1.5093, -6.0580, 2.9863], [0.8675, -7.9728, 1.5892], [0.6528, -7.8303, -0.0649], [-0.7374, -7.7008, 0.9653], [2.5386, -4.8045, 0.6691], [2.0462, -5.6900, -0.7388], [2.6898, -6.5838, 0.6787], [-1.3056, -5.0707, 0.6424], [-0.3352, -5.2429, -0.7679], [-0.0249, -3.8860, 0.4872], [0.6620, -4.3477, 2.5072], [1.7575, -5.6384, 2.7425], [-0.3444, -5.8522, 4.4700], [-0.0609, -7.3037, 3.4388], [-1.6929, -5.1211, 3.0868], [4.6757, -1.1945, -0.7784], [3.9747, -1.6828, -2.0404], [2.8466, -2.6653, -1.6674], [3.2993, -0.4071, -2.7443], [4.9861, -2.4186, -2.9637], [4.3497, -3.1270, -4.1885], [3.9804, -2.2718, -5.1975], [5.4999, -0.4905, -0.8937], [5.0177, -2.1100, -0.2955], [4.0616, -0.6110, -0.0925], [2.2011, -2.0966, -0.9981], [3.3228, -3.4810, -1.1233], [2.2047, -3.0949, -2.4365], [2.7311, -0.7447, -3.6110], [4.0527, 0.3337, -3.0120], [2.6110, -0.0109, -1.9977], [5.5229, -3.1524, -2.3623], [5.7371, -1.6623, -3.1921], [3.5107, -3.7731, -3.9303], [5.1462, -3.7348, -4.6178], [3.6713, -2.8166, -5.9250], [-2.3591, -2.9617, 3.6925], [-0.7496, -1.7557, -2.2850]], "forces_ev_per_angstrom": [[-0.2, 0.8, 1.6], [0.1, 0.0, 0.6], [0.2, 0.8, -1.1], [0.6, -0.8, 1.0], [1.9, 0.5, -0.3], [-1.7, 0.3, 0.5], [-1.1, -0.6, -0.1], [0.7, 0.2, -2.3], [-0.4, -0.6, 1.7], [1.0, -0.9, 0.0], [-0.5, -0.4, -0.9], [-0.4, -0.1, -0.1], [0.5, -0.6, 0.2], [-0.2, -0.1, -0.1], [0.1, 0.0, 0.0], [-0.1, -0.2, 0.1], [-0.3, 0.3, -0.5], [0.0, -0.1, 0.2], [-0.1, 0.1, 0.2], [0.0, 0.1, -0.2], [0.4, 0.6, 0.1], [-0.1, -0.3, 0.1], [0.5, 0.1, -0.4], [0.1, -0.2, -0.4], [-0.1, 0.0, 0.4], [0.0, 0.6, 0.3], [-0.7, 0.1, 0.0], [0.4, 0.1, -0.7], [-0.1, 0.7, 0.3], [-0.3, -0.4, -0.4], [0.8, 0.1, 0.1], [-1.2, 0.7, -1.0], [-0.2, -0.5, 0.7], [0.0, 0.3, -1.1], [-0.9, 1.4, -0.2], [-0.7, -0.5, 0.3], [-0.3, -1.2, 0.4], [0.3, -0.1, 0.9], [0.6, 1.1, -0.1], [-0.5, -1.3, 0.1], [-0.1, 0.3, 0.5], [-0.1, 0.0, 0.4], [0.2, 0.3, 0.1], [-0.1, -0.1, -0.1], [0.3, -0.2, 0.2], [-0.1, 0.1, 0.0], [0.0, 0.3, -0.2], [0.1, -0.2, 0.2], [0.4, -0.4, 0.1], [-0.4, -0.5, -0.2], [0.1, 0.0, -0.3], [0.0, 0.1, 0.2], [0.5, 0.1, -0.1], [0.0, -0.2, -0.1], [0.3, -0.2, 0.6], [0.5, -0.1, 0.0], [0.1, 0.6, -0.1], [0.1, -0.3, -0.1], [0.3, 0.4, -0.3], [0.1, 0.0, -0.5], [0.8, -0.3, 0.6], [-0.8, 0.2, -0.7], [-0.1, -1.4, -0.1], [-0.9, 0.2, -0.3], [0.0, -0.8, 0.0], [1.0, -1.0, -0.1], [0.1, -1.1, 1.0], [0.2, 1.4, -0.5], [-1.1, -0.3, 1.2], [1.1, 1.4, -1.2], [0.8, -0.1, -0.3], [0.5, 0.2, 1.0], [0.4, 0.1, -0.2], [-0.5, -0.2, -0.3], [0.1, -0.1, 0.2], [0.2, 0.4, 0.4], [0.5, 0.6, 0.4], [-0.4, 0.6, 0.0], [-0.7, 0.1, 0.2], [0.5, 0.7, 0.1], [-0.5, 0.4, -0.1], [-0.2, 0.0, 0.3], [0.1, -0.1, -0.2], [-0.7, 0.1, 0.3], [-0.3, -0.4, -0.7], [0.7, 0.2, -0.3], [-0.8, -0.2, -0.9], [0.0, 0.1, 0.3], [-0.5, -0.3, -0.1], [0.0, -0.6, 0.1], [0.1, -0.2, 0.5], [-0.1, 0.3, -1.3], [-0.1, -1.1, 1.2], [0.8, 0.3, 0.2], [0.5, -0.1, -0.4], [0.7, -0.4, -1.1], [-1.1, 0.3, -0.5], [0.4, -0.6, 0.2], [-0.6, 1.3, 1.7], [-0.6, -1.2, -1.0], [-0.4, -0.3, -0.4], [-0.1, 0.2, 0.4], [0.3, -0.4, -0.3], [-0.3, -0.3, 0.8], [-0.3, -0.3, 0.5], [0.1, 0.0, -0.4], [-0.2, -0.1, -0.1], [0.1, -0.1, -0.3], [0.2, 0.2, 0.7], [0.3, 0.4, -0.1], [0.0, -0.1, 0.5], [0.2, 0.2, 0.1], [-0.3, -0.3, 0.0], [-0.2, 0.5, 0.1], [0.1, 0.1, 0.0], [1.8, 0.4, -0.6], [-1.1, 0.8, 0.6], [-0.2, 0.3, -0.5], [0.5, 0.0, -0.1], [-0.5, 0.4, -0.3], [-1.0, 0.2, -0.7], [-0.1, 0.8, 0.0], [0.5, -1.1, -0.3], [-1.1, 0.2, 1.0], [-0.7, 0.0, 0.6], [1.3, 0.2, -0.9], [-1.9, -0.2, -0.1], [0.3, -0.8, 1.7], [-0.3, 0.0, -0.1], [-0.1, 0.3, -0.2], [-0.2, 0.2, -0.3], [0.4, 0.4, 0.1], [0.2, -0.2, 0.5], [-0.4, 0.1, 0.0], [0.1, 0.0, 0.2], [-0.3, 0.2, -0.1], [0.1, 0.5, 0.3], [0.2, -0.2, -0.1], [0.8, -0.2, -0.5], [1.2, 0.0, 0.2], [-0.5, -1.0, 0.0], [0.4, 0.4, 0.4], [0.1, -0.3, -0.7], [0.1, 0.3, 0.0], [0.2, 0.2, -0.1], [0.1, 0.5, -0.7], [0.5, 0.2, -0.4], [-0.1, -0.4, 0.0], [-0.1, -0.3, 0.0], [0.3, -0.2, 0.6], [0.3, -0.5, -0.2], [0.9, 0.0, -0.3], [-1.0, 0.2, 0.8], [-0.7, -1.5, 0.0], [1.3, -1.4, 0.6], [0.4, 0.7, -0.7], [-1.9, -0.8, -1.7], [0.1, 0.5, 0.4], [0.0, 0.8, -0.4], [-0.1, 1.0, 0.2], [-0.3, 0.0, 0.4], [-0.6, -0.4, 0.1], [-0.1, 0.1, 0.0], [0.2, 0.0, 0.4], [0.4, 0.6, -0.1], [0.3, -0.2, -0.4], [-0.8, -0.1, 0.0], [0.1, -0.3, 0.2], [1.6, 0.1, 0.3], [0.5, 0.2, 0.2], [-0.9, 1.0, 0.3], [-0.1, -0.7, 0.1], [-1.0, 1.0, -1.2], [0.6, 0.8, 1.2], [0.3, -1.6, 0.7], [-0.7, 0.6, -0.1], [1.3, -0.5, 0.7], [-0.7, 1.7, -0.6], [0.2, -0.5, -1.1], [0.2, 0.3, 0.2], [-0.9, -0.5, -0.3], [-0.2, -0.2, 0.0], [0.1, 0.1, 0.0], [0.4, 0.7, -0.5], [0.2, -0.1, 0.1], [0.2, -0.3, 0.1], [0.0, 0.0, -0.1], [-0.4, -0.1, 0.2], [-0.1, 0.0, -0.6], [0.2, -0.2, 0.4], [0.2, -0.5, 0.6], [-0.1, 0.1, -0.3], [0.6, 0.0, -0.3], [0.5, 0.1, 0.4]], "lowdin_charge": [-0.046, -0.137, -0.234, 0.030, -0.117, -0.062, -0.045, -0.190, -0.188, -0.044, 0.080, 0.105, 0.076, 0.116, 0.130, 0.103, 0.092, 0.117, 0.133, 0.122, 0.092, 0.084, 0.052, 0.134, 0.132, 0.127, 0.107, 0.071, 0.095, 0.065, -0.060, -0.116, -0.228, 0.051, -0.161, -0.048, -0.055, -0.191, -0.188, -0.048, 0.043, 0.096, 0.075, 0.140, 0.121, 0.115, 0.108, 0.102, 0.114, 0.139, 0.065, 0.097, 0.085, 0.115, 0.103, 0.107, 0.076, 0.102, 0.090, 0.078, -0.021, -0.082, -0.222, -0.047, -0.180, -0.048, -0.049, -0.224, -0.211, -0.020, 0.074, 0.088, 0.055, 0.105, 0.114, 0.014, 0.063, 0.021, 0.091, 0.110, 0.063, 0.080, 0.081, 0.131, 0.117, 0.110, 0.097, 0.088, 0.104, 0.080, -0.054, -0.164, -0.196, 0.006, -0.138, -0.034, -0.036, -0.227, -0.185, -0.042, 0.074, 0.101, 0.083, 0.131, 0.138, 0.117, 0.108, 0.088, 0.119, 0.120, 0.100, 0.085, 0.084, 0.128, 0.116, 0.112, 0.131, 0.082, 0.058, 0.102, -0.061, -0.128, -0.195, 0.018, -0.119, -0.055, -0.078, -0.241, -0.173, -0.076, 0.084, 0.096, 0.045, 0.128, 0.125, 0.108, 0.101, 0.110, 0.120, 0.123, 0.077, 0.096, 0.084, 0.086, 0.107, 0.117, 0.104, 0.096, 0.088, 0.072, 0.020, -0.268, 0.022, 0.009, -0.081, -0.244, -0.135, 0.109, 0.109, 0.103, 0.082, 0.098, 0.109, 0.077, 0.107, 0.082, 0.109, 0.101, 0.127, 0.122, -0.117, -0.001, -0.289, -0.033, 0.045, -0.051, -0.240, -0.048, 0.114, 0.105, 0.095, 0.053, 0.083, 0.074, 0.077, 0.100, 0.079, 0.137, 0.141, 0.120, 0.141, 0.118, -0.252, -0.481]}